(1)
A single C19H27N3O4 molecule, computed with ωB97M-V with the def2-TZVPD basis set.

Last columns: bonded neighbours and bond lengths (Å).
Atoms and positions in Å:
1 O -3.15 -1.90 1.41  C2 1.216
2 C -3.06 -1.84 0.20  O1 1.216, C3 1.521, N17 1.349
3 C -4.09 -1.13 -0.66  C2 1.521, C4 1.535, H27 1.090, H28 1.092
4 C -4.10 0.38 -0.37  C3 1.535, C5 1.521, H29 1.087, H30 1.092
5 C -2.82 1.01 -0.88  C4 1.521, O6 1.215, N7 1.364
6 O -2.71 1.26 -2.07  C5 1.215
7 N -1.80 1.24 0.00  C5 1.364, C8 1.449, C16 1.421
8 C -1.84 1.03 1.44  N7 1.449, C9 1.527, H31 1.085, H32 1.097
9 C -1.81 2.40 2.11  C8 1.527, O10 1.410, H33 1.092, H34 1.099
10 O -0.60 3.05 1.83  C9 1.410, C11 1.366
11 C -0.09 2.85 0.58  O10 1.366, C12 1.391, C16 1.402
12 C 1.07 3.55 0.26  C11 1.391, C13 1.380, H35 1.078
13 C 1.67 3.40 -0.97  C12 1.380, C14 1.385, H36 1.079
14 C 1.11 2.55 -1.91  C13 1.385, C15 1.382, H37 1.079
15 C -0.03 1.84 -1.61  C14 1.382, C16 1.391, H38 1.076
16 C -0.65 1.98 -0.37  N7 1.421, C11 1.402, C15 1.391
17 N -2.04 -2.41 -0.49  C2 1.349, C18 1.447, H39 1.007
18 C -1.02 -3.20 0.16  N17 1.447, C19 1.530, H40 1.093, H41 1.093
19 C 0.22 -2.40 0.55  C18 1.530, C20 1.538, H42 1.091, H43 1.090
20 C 0.88 -1.71 -0.65  C19 1.538, N21 1.447, H44 1.095, H45 1.094
21 N 2.19 -1.14 -0.43  C20 1.447, C22 1.450, C26 1.450
22 C 3.26 -2.11 -0.25  N21 1.450, C23 1.531, H46 1.092, H47 1.104
23 C 4.59 -1.36 -0.33  C22 1.531, O24 1.408, H48 1.091, H49 1.100
24 O 4.67 -0.35 0.65  C23 1.408, C25 1.409
25 C 3.61 0.57 0.52  O24 1.409, C26 1.529, H50 1.091, H51 1.100
26 C 2.26 -0.14 0.61  N21 1.450, C25 1.529, H52 1.090, H53 1.104
27 H -3.89 -1.29 -1.73  C3 1.090
28 H -5.07 -1.54 -0.41  C3 1.092
29 H -4.30 0.56 0.68  C4 1.087
30 H -4.91 0.83 -0.96  C4 1.092
31 H -2.70 0.44 1.75  C8 1.085
32 H -0.94 0.48 1.72  C8 1.097
33 H -1.87 2.31 3.20  C9 1.092
34 H -2.66 3.00 1.75  C9 1.099
35 H 1.48 4.21 1.01  C12 1.078
36 H 2.57 3.95 -1.20  C13 1.079
37 H 1.57 2.42 -2.88  C14 1.079
38 H -0.47 1.18 -2.34  C15 1.076
39 H -1.95 -2.24 -1.48  N17 1.007
40 H -1.47 -3.63 1.06  C18 1.093
41 H -0.74 -4.02 -0.52  C18 1.093
42 H 0.93 -3.09 1.01  C19 1.091
43 H -0.07 -1.66 1.30  C19 1.090
44 H 0.97 -2.43 -1.47  C20 1.095
45 H 0.23 -0.89 -0.99  C20 1.094
46 H 3.21 -2.85 -1.04  C22 1.092
47 H 3.20 -2.62 0.73  C22 1.104
48 H 5.43 -2.03 -0.15  C23 1.091
49 H 4.69 -0.91 -1.33  C23 1.100
50 H 3.73 1.30 1.32  C25 1.091
51 H 3.68 1.07 -0.46  C25 1.100
52 H 1.46 0.59 0.46  C26 1.090
53 H 2.16 -0.58 1.62  C26 1.104

LUMO level = 0.74 eV
Total charge = 0
Energy relative to the best compared isomer or geometry (same formula, charge and spin) = 43.7 kcal/mol
Gap between HOMO and LUMO = 9.1424 eV


(2)
A single C19H27N3O4 molecule, computed with ωB97M-V with the def2-TZVPD basis set.

Last columns: bonded neighbours and bond lengths (Å).
Atoms and positions in Å:
1 C -9.27 -1.72 0.25  C2 1.497, H27 1.089, H28 1.090, H29 1.087
2 C -7.97 -0.99 0.25  C1 1.497, C3 1.392, C26 1.389
3 C -6.78 -1.68 0.43  C2 1.392, C4 1.380, H30 1.081
4 C -5.56 -1.03 0.42  C3 1.380, C5 1.394, H31 1.080
5 C -5.51 0.35 0.23  C4 1.394, C6 1.479, C25 1.393
6 C -4.25 1.13 0.21  C5 1.479, O7 1.221, N8 1.360
7 O -4.19 2.33 0.43  C6 1.221
8 N -3.12 0.42 -0.04  C6 1.360, N9 1.394, H32 1.012
9 N -1.92 1.12 -0.16  N8 1.394, C10 1.350, H33 1.014
10 C -0.86 0.55 -0.77  N9 1.350, O11 1.216, C12 1.522
11 O -0.89 -0.60 -1.17  C10 1.216
12 C 0.35 1.47 -0.85  C10 1.522, C13 1.536, C24 1.541, H34 1.094
13 C 1.42 0.88 -1.78  C12 1.536, C14 1.523, H35 1.091, H36 1.090
14 C 2.44 0.05 -1.02  C13 1.523, N15 1.450, H37 1.092, H38 1.097
15 N 3.14 0.88 -0.06  C14 1.450, C16 1.353, C23 1.448
16 C 4.36 0.59 0.44  N15 1.353, O17 1.212, O18 1.346
17 O 4.91 1.27 1.27  C16 1.212
18 O 4.85 -0.53 -0.12  C16 1.346, C19 1.446
19 C 6.17 -1.00 0.22  O18 1.446, C20 1.529, C21 1.529, C22 1.530
20 C 6.25 -1.35 1.71  C19 1.529, H39 1.088, H40 1.086, H41 1.086
21 C 7.22 0.05 -0.15  C19 1.529, H42 1.086, H43 1.086, H44 1.088
22 C 6.36 -2.26 -0.64  C19 1.530, H45 1.086, H46 1.087, H47 1.087
23 C 2.41 2.01 0.50  N15 1.448, C24 1.523, H48 1.098, H49 1.093
24 C 0.92 1.66 0.57  C12 1.541, C23 1.523, H50 1.092, H51 1.090
25 C -6.70 1.05 0.07  C5 1.393, C26 1.381, H52 1.079
26 C -7.92 0.39 0.07  C2 1.389, C25 1.381, H53 1.080
27 H -9.37 -2.33 1.15  C1 1.089
28 H -9.33 -2.39 -0.61  C1 1.090
29 H -10.11 -1.03 0.20  C1 1.087
30 H -6.80 -2.75 0.58  C3 1.081
31 H -4.65 -1.59 0.59  C4 1.080
32 H -3.08 -0.51 -0.44  N8 1.012
33 H -2.03 2.09 0.08  N9 1.014
34 H 0.02 2.43 -1.24  C12 1.094
35 H 0.93 0.24 -2.52  C13 1.091
36 H 1.94 1.68 -2.31  C13 1.090
37 H 3.18 -0.37 -1.71  C14 1.092
38 H 1.93 -0.78 -0.51  C14 1.097
39 H 5.48 -2.08 1.96  C20 1.088
40 H 6.10 -0.46 2.31  C20 1.086
41 H 7.22 -1.78 1.93  C20 1.086
42 H 7.08 0.94 0.46  C21 1.086
43 H 8.22 -0.35 0.03  C21 1.086
44 H 7.13 0.32 -1.20  C21 1.088
45 H 7.33 -2.70 -0.44  C22 1.086
46 H 5.58 -2.98 -0.40  C22 1.087
47 H 6.28 -2.00 -1.69  C22 1.087
48 H 2.55 2.90 -0.13  C23 1.098
49 H 2.82 2.21 1.49  C23 1.093
50 H 0.81 0.74 1.15  C24 1.092
51 H 0.39 2.45 1.10  C24 1.090
52 H -6.66 2.12 -0.06  C25 1.079
53 H -8.83 0.95 -0.06  C26 1.080

LUMO level = 0.58 eV
Total charge = 0
Energy relative to the best compared isomer or geometry (same formula, charge and spin) = 20.4 kcal/mol
Gap between HOMO and LUMO = 9.5262 eV


(3)
A single C19H27N3O5 molecule, computed with ωB97M-V with the def2-TZVPD basis set.

Last columns: bonded neighbours and bond lengths (Å).
Atoms and positions in Å:
1 C 0.20 3.08 -3.67  O2 1.406, H28 1.095, H29 1.089, H30 1.094
2 O -0.05 1.82 -3.10  C1 1.406, C3 1.350
3 C 0.61 0.74 -3.56  O2 1.350, C4 1.393, C8 1.408
4 C 1.60 0.79 -4.55  C3 1.393, C5 1.383, H31 1.078
5 C 2.25 -0.36 -4.95  C4 1.383, C6 1.384, H32 1.080
6 C 1.93 -1.58 -4.38  C5 1.384, C7 1.382, H33 1.079
7 C 0.96 -1.64 -3.40  C6 1.382, C8 1.390, H34 1.080
8 C 0.29 -0.50 -2.98  C3 1.408, C7 1.390, C9 1.485
9 C -0.78 -0.58 -1.96  C8 1.485, O10 1.219, N11 1.358
10 O -1.81 0.08 -1.95  C9 1.219
11 N -0.57 -1.53 -1.01  C9 1.358, N12 1.392, H35 1.013
12 N -1.50 -1.67 0.01  N11 1.392, C13 1.349, H36 1.012
13 C -1.18 -2.41 1.09  N12 1.349, O14 1.217, C15 1.526
14 O -0.14 -3.04 1.12  C13 1.217
15 C -2.24 -2.48 2.19  C13 1.526, C16 1.530, C27 1.535, H37 1.096
16 C -3.13 -1.24 2.30  C15 1.530, C17 1.539, H38 1.090, H39 1.092
17 C -2.26 0.01 2.51  C16 1.539, N18 1.445, H40 1.098, H41 1.090
18 N -0.99 -0.37 3.07  C17 1.445, C19 1.357, C26 1.444
19 C 0.22 0.06 2.62  N18 1.357, O20 1.209, O21 1.348
20 O 1.27 -0.31 3.09  C19 1.209
21 O 0.07 0.94 1.61  C19 1.348, C22 1.447
22 C 1.23 1.61 1.04  O21 1.447, C23 1.529, C24 1.529, C25 1.529
23 C 2.00 2.36 2.13  C22 1.529, H42 1.086, H43 1.088, H44 1.087
24 C 0.63 2.59 0.04  C22 1.529, H45 1.086, H46 1.087, H47 1.087
25 C 2.13 0.60 0.34  C22 1.529, H48 1.087, H49 1.087, H50 1.088
26 C -1.06 -1.37 4.11  N18 1.444, C27 1.540, H51 1.096, H52 1.090
27 C -1.53 -2.72 3.53  C15 1.535, C26 1.540, H53 1.090, H54 1.090
28 H 1.23 3.40 -3.52  C1 1.095
29 H -0.47 3.77 -3.15  C1 1.089
30 H -0.03 3.09 -4.74  C1 1.094
31 H 1.86 1.73 -5.01  C4 1.078
32 H 3.01 -0.30 -5.71  C5 1.080
33 H 2.44 -2.48 -4.69  C6 1.079
34 H 0.69 -2.60 -2.97  C7 1.080
35 H 0.30 -2.01 -0.81  N11 1.013
36 H -2.28 -1.03 -0.10  N12 1.012
37 H -2.86 -3.36 1.96  C15 1.096
38 H -3.77 -1.12 1.43  C16 1.090
39 H -3.78 -1.38 3.17  C16 1.092
40 H -2.76 0.71 3.19  C17 1.098
41 H -2.08 0.53 1.57  C17 1.090
42 H 2.45 1.66 2.83  C23 1.086
43 H 1.32 3.01 2.68  C23 1.088
44 H 2.77 2.96 1.67  C23 1.087
45 H 1.42 3.11 -0.48  C24 1.086
46 H 0.01 2.07 -0.68  C24 1.087
47 H 0.01 3.32 0.56  C24 1.087
48 H 3.03 1.10 -0.02  C25 1.087
49 H 2.42 -0.19 1.03  C25 1.087
50 H 1.61 0.16 -0.51  C25 1.088
51 H -1.75 -1.01 4.88  C26 1.096
52 H -0.06 -1.46 4.55  C26 1.090
53 H -0.67 -3.37 3.35  C27 1.090
54 H -2.20 -3.21 4.24  C27 1.090

LUMO level = 0.67 eV
Total charge = 0
Energy relative to the best compared isomer or geometry (same formula, charge and spin) = 24.9 kcal/mol
Gap between HOMO and LUMO = 9.3874 eV


(4)
A single C19H27N5O molecule, computed with ωB97M-V with the def2-TZVPD basis set.

Last columns: bonded neighbours and bond lengths (Å).
Atoms and positions in Å:
1 C 4.06 -2.94 -1.38  C2 1.528, H26 1.088, H27 1.087, H28 1.087
2 C 3.39 -3.52 -0.13  C1 1.528, N3 1.440, H29 1.091, H30 1.094
3 N 2.11 -4.12 -0.42  C2 1.440, C4 1.345, H31 1.008
4 C 0.95 -3.45 -0.33  N3 1.345, N5 1.339, N25 1.330
5 N -0.13 -4.08 -0.82  C4 1.339, C6 1.322
6 C -1.26 -3.41 -0.69  N5 1.322, O7 1.331, N10 1.324
7 O -2.33 -4.04 -1.17  C6 1.331, C8 1.420
8 C -3.58 -3.36 -1.06  O7 1.420, C9 1.524, H32 1.095, H33 1.093
9 C -3.74 -2.29 -2.14  C8 1.524, H34 1.087, H35 1.087, H36 1.087
10 N -1.40 -2.22 -0.12  C6 1.324, C11 1.341
11 C -0.26 -1.68 0.34  N10 1.341, N12 1.341, N25 1.334
12 N -0.35 -0.49 0.95  C11 1.341, C13 1.440, C24 1.445
13 C 0.82 0.25 1.34  N12 1.440, C14 1.539, H37 1.095, H38 1.089
14 C 1.12 1.37 0.33  C13 1.539, C15 1.535, H39 1.091, H40 1.090
15 C -0.17 1.82 -0.37  C14 1.535, C16 1.541, C23 1.529, H41 1.097
16 C -0.02 3.21 -1.01  C15 1.541, C17 1.502, H42 1.092, H43 1.092
17 C 0.25 4.30 -0.02  C16 1.502, C18 1.390, C22 1.390
18 C -0.79 4.94 0.65  C17 1.390, C19 1.383, H44 1.080
19 C -0.53 5.93 1.59  C18 1.383, C20 1.384, H45 1.080
20 C 0.77 6.30 1.87  C19 1.384, C21 1.384, H46 1.080
21 C 1.82 5.68 1.20  C20 1.384, C22 1.384, H47 1.080
22 C 1.56 4.69 0.27  C17 1.390, C21 1.384, H48 1.081
23 C -1.33 1.73 0.62  C15 1.529, C24 1.535, H49 1.091, H50 1.091
24 C -1.59 0.26 0.97  N12 1.445, C23 1.535, H51 1.098, H52 1.091
25 N 0.94 -2.25 0.25  C4 1.330, C11 1.334
26 H 4.22 -3.72 -2.12  C1 1.088
27 H 5.01 -2.50 -1.12  C1 1.087
28 H 3.42 -2.17 -1.81  C1 1.087
29 H 3.22 -2.73 0.60  C2 1.091
30 H 4.04 -4.29 0.31  C2 1.094
31 H 2.07 -4.96 -0.97  N3 1.008
32 H -3.66 -2.90 -0.07  C8 1.095
33 H -4.33 -4.14 -1.18  C8 1.093
34 H -2.98 -1.53 -2.02  C9 1.087
35 H -3.63 -2.74 -3.13  C9 1.087
36 H -4.73 -1.84 -2.07  C9 1.087
37 H 0.63 0.68 2.33  C13 1.095
38 H 1.65 -0.45 1.41  C13 1.089
39 H 1.84 1.02 -0.41  C14 1.091
40 H 1.57 2.21 0.86  C14 1.090
41 H -0.38 1.11 -1.19  C15 1.097
42 H 0.79 3.17 -1.74  C16 1.092
43 H -0.95 3.44 -1.55  C16 1.092
44 H -1.81 4.67 0.43  C18 1.080
45 H -1.35 6.41 2.09  C19 1.080
46 H 0.98 7.06 2.60  C20 1.080
47 H 2.84 5.97 1.41  C21 1.080
48 H 2.38 4.23 -0.26  C22 1.081
49 H -2.23 2.16 0.19  C23 1.091
50 H -1.08 2.31 1.51  C23 1.091
51 H -2.05 0.19 1.97  C24 1.098
52 H -2.26 -0.20 0.25  C24 1.091

LUMO level = 0.77 eV
Total charge = 0
Energy relative to the best compared isomer or geometry (same formula, charge and spin) = 0.0 kcal/mol
Gap between HOMO and LUMO = 9.2340 eV


(5)
2 unconnected molecules or ions with the total composition C19H27N5O4S, computed with ωB97M-V with the def2-TZVPD basis set.

Last columns: bonded neighbours and bond lengths (Å).
Atoms and positions in Å:
1 C 0.98 -6.59 -2.60  N2 1.461, H14 1.091, H15 1.092, H16 1.092
2 N 0.98 -5.14 -2.75  C1 1.461, C3 1.339, H17 1.009
3 C 0.10 -4.32 -2.15  N2 1.339, O4 1.226, C5 1.544
4 O -0.81 -4.76 -1.45  C3 1.226
5 C 0.22 -2.82 -2.46  C3 1.544, C6 1.549, N10 1.476, H18 1.090
6 C -0.96 -1.96 -1.94  C5 1.549, C7 1.542, H19 1.091, H20 1.089
7 C -0.94 -0.47 -2.32  C6 1.542, C8 1.528, C9 1.529, H21 1.090
8 C -2.19 0.23 -1.78  C7 1.528, H22 1.090, H23 1.090, H24 1.090
9 C 0.28 0.27 -1.77  C7 1.529, H25 1.090, H26 1.089, H27 1.090
10 N 0.53 -2.54 -3.88  C5 1.476, C11 1.335, H28 1.008
11 C -0.13 -2.91 -4.98  N10 1.335, C12 1.516, O13 1.220
12 C -1.47 -3.62 -4.91  C11 1.516, H29 1.086, H30 1.086, H31 1.088
13 O 0.35 -2.65 -6.07  C11 1.220
14 H 1.87 -7.02 -3.07  C1 1.091
15 H 0.09 -7.01 -3.06  C1 1.092
16 H 0.98 -6.85 -1.54  C1 1.092
17 H 1.66 -4.72 -3.36  N2 1.009
18 H 1.09 -2.49 -1.90  C5 1.090
19 H -0.98 -2.04 -0.85  C6 1.091
20 H -1.90 -2.39 -2.29  C6 1.089
21 H -0.95 -0.37 -3.41  C7 1.090
22 H -3.08 -0.25 -2.18  C8 1.090
23 H -2.21 0.17 -0.69  C8 1.090
24 H -2.19 1.27 -2.09  C8 1.090
25 H 0.32 0.16 -0.69  C9 1.090
26 H 1.19 -0.14 -2.21  C9 1.089
27 H 0.22 1.32 -2.03  C9 1.090
28 H 1.37 -2.02 -4.07  N10 1.008
29 H -1.37 -4.56 -4.36  C12 1.086
30 H -2.20 -2.98 -4.43  C12 1.086
31 H -1.80 -3.84 -5.92  C12 1.088
32 C -2.77 2.75 0.89  O33 1.434, H48 1.094, H49 1.095, H50 1.094
33 O -1.38 2.42 1.03  C32 1.434, C34 1.377
34 C -0.77 2.73 2.22  O33 1.377, C35 1.410, C41 1.398
35 C -1.44 3.02 3.42  C34 1.410, C36 1.406, H51 1.084
36 C -0.73 3.34 4.60  C35 1.406, C37 1.410, H52 1.084
37 C 0.68 3.38 4.61  C36 1.410, O38 1.378, C40 1.402
38 O 1.44 3.69 5.71  C37 1.378, C39 1.434
39 C 0.80 4.34 6.82  O38 1.434, H53 1.095, H54 1.094, H55 1.095
40 C 1.33 3.06 3.41  C37 1.402, C41 1.404, N47 1.390
41 C 0.63 2.74 2.24  C34 1.398, C40 1.404, S42 1.778
42 S 1.70 2.41 0.86  C41 1.778, C43 1.750
43 C 3.06 2.74 1.90  S42 1.750, N44 1.306, N47 1.347
44 N 4.36 2.78 1.75  C43 1.306, N45 1.386
45 N 4.86 3.14 2.99  N44 1.386, C46 1.319
46 C 3.87 3.30 3.84  N45 1.319, N47 1.371, H56 1.085
47 N 2.70 3.05 3.17  C40 1.390, C43 1.347, C46 1.371
48 H -3.08 2.64 -0.16  C32 1.094
49 H -2.97 3.78 1.19  C32 1.095
50 H -3.39 2.08 1.50  C32 1.094
51 H -2.52 3.00 3.47  C35 1.084
52 H -1.30 3.55 5.49  C36 1.084
53 H 0.13 3.64 7.34  C39 1.095
54 H 1.56 4.68 7.53  C39 1.094
55 H 0.23 5.21 6.49  C39 1.095
56 H 3.96 3.59 4.89  C46 1.085

LUMO level = 0.48 eV
Total charge = 0
Energy relative to the best compared isomer or geometry (same formula, charge and spin) = 75.6 kcal/mol
Gap between HOMO and LUMO = 8.8685 eV